A single C4H9NO molecule, computed with ωB97M-V/def2-TZVPD.

Summary:
HOMO = -9.208 eV
SMILES string = CC(=O)N(C)C
Maximum force = 0.28 eV Å⁻¹
E_LUMO = 0.865 eV
Relative energy (zero: lowest compared OMol25 entry of this formula, charge and spin) = 58.1 kJ/mol

Cartesian coordinates (Å):
C (0.030, -1.061, 1.721)
C (-0.471, 0.164, 0.976)
O (-1.316, 0.885, 1.485)
N (0.012, 0.395, -0.289)
C (0.952, -0.458, -0.985)
C (-0.673, 1.367, -1.119)
H (-0.173, -0.907, 2.781)
H (1.090, -1.284, 1.585)
H (-0.542, -1.934, 1.385)
H (1.508, 0.153, -1.703)
H (1.678, -0.897, -0.301)
H (0.455, -1.265, -1.541)
H (-1.263, 0.860, -1.896)
H (0.052, 2.027, -1.610)
H (-1.338, 1.955, -0.489)

A molecular structure, C17H28N3O2S2Se4Tc in a non-equilibrium geometry, computed with ωB97M-V/def2-TZVPD.

Summary:
HOMO (alpha / beta) = -10.310 / -10.367 eV
Maximum force = 1.70 eV Å⁻¹
Charge = +1
E_LUMO (alpha / beta) = -3.469 / -3.689 eV
Spin multiplicity = 2
Relative energy (zero: lowest compared OMol25 entry of this formula, charge and spin) = 122.5 kJ/mol

Cartesian coordinates (Å):
Tc (1.609, 1.217, 0.500)
C (4.070, -3.849, 0.697)
S (4.780, -2.237, 0.321)
C (3.502, -1.153, 0.743)
S (3.853, 0.554, 0.399)
N (2.418, -1.588, 1.308)
N (1.529, -0.538, 1.523)
C (0.593, -0.739, 2.366)
C (-0.293, 0.401, 2.565)
C (-1.314, 0.423, 3.492)
C (-2.096, 1.557, 3.607)
C (-1.826, 2.650, 2.798)
C (-0.782, 2.573, 1.901)
N (-0.028, 1.469, 1.770)
H (4.905, -4.547, 0.719)
H (3.367, -4.133, -0.081)
H (3.575, -3.823, 1.664)
H (0.495, -1.687, 2.883)
H (-1.485, -0.446, 4.114)
H (-2.913, 1.588, 4.318)
H (-2.413, 3.556, 2.859)
H (-0.536, 3.398, 1.249)
C (1.300, 0.170, -4.221)
Se (2.418, 0.198, -2.630)
C (3.076, 2.007, -2.886)
C (2.057, 3.087, -2.579)
Se (1.761, 3.424, -0.685)
C (3.503, 4.187, -0.301)
H (1.902, 0.415, -5.093)
H (0.457, 0.848, -4.128)
H (0.926, -0.847, -4.313)
H (3.385, 2.079, -3.927)
H (3.966, 2.086, -2.269)
H (1.073, 2.847, -2.974)
H (2.355, 4.051, -2.991)
H (3.664, 5.038, -0.956)
H (4.277, 3.437, -0.431)
H (3.478, 4.515, 0.734)
O (-3.521, -0.978, 2.125)
C (-2.836, -1.897, 1.271)
C (-3.075, -1.621, -0.217)
C (-4.573, -1.773, -0.528)
O (-5.158, -2.950, 0.018)
C (-2.702, -0.179, -0.581)
Se (-0.819, -0.006, -1.146)
C (-2.272, -2.621, -1.057)
Se (-0.359, -2.289, -0.882)
H (-4.440, -1.256, 2.201)
H (-3.143, -2.918, 1.492)
H (-1.775, -1.808, 1.483)
H (-4.725, -1.713, -1.609)
H (-5.109, -0.935, -0.081)
H (-4.982, -3.703, -0.553)
H (-2.879, 0.480, 0.266)
H (-3.277, 0.176, -1.434)
H (-2.533, -2.550, -2.111)
H (-2.427, -3.648, -0.718)